ORCA calculation (the ωB97M-V functional and the def2-TZVPD basis) on C17H13Br2F3NO3 as an isolated structure at a distorted geometry.

The HOMO-LUMO gap comes out at 6.591 eV. The charge is -1. As for the energy above the lowest of the compared OMol25 structures with the same formula, charge and spin: 266.6 kJ/mol. The spin multiplicity is 1. The HOMO energy is -4.148 eV. The value obtained for the total energy is -6383.64508 Ha.

Geometry as XYZ:
```
39
Properties=species:S:1:pos:R:3:mulliken_charge:R:1
C -3.04 0.23 2.23 -1.10
N -2.09 -0.57 1.51 0.17
C -1.06 -0.95 2.29 0.00
C 0.27 -0.06 2.39 0.74
F 0.59 0.72 1.33 -0.21
F 0.16 0.77 3.49 -0.28
F 1.32 -0.90 2.58 -0.28
O -1.03 -1.87 3.13 -0.60
H -2.78 1.31 2.28 0.28
H -4.13 0.16 1.91 0.29
H -3.01 -0.08 3.29 0.46
C -6.66 -6.11 -1.07 -0.82
O -6.25 -5.31 0.07 -0.45
C -5.32 -4.33 -0.09 0.83
C -4.76 -3.96 -1.34 -0.49
C -3.74 -3.01 -1.38 -0.68
C -3.27 -2.36 -0.20 0.30
C -2.17 -1.40 -0.20 -0.28
C -1.09 -1.55 -1.12 0.61
C -0.23 -0.42 -1.38 -0.42
C 0.79 -0.47 -2.28 -0.36
Br 1.94 1.01 -2.55 -0.20
C 1.13 -1.72 -3.02 0.58
O 2.14 -1.84 -3.74 -0.73
C 0.21 -2.86 -2.74 -0.47
Br 0.58 -4.47 -3.68 -0.22
C -0.79 -2.77 -1.81 -0.41
C -3.87 -2.71 1.02 -0.20
C -4.88 -3.66 1.09 -1.10
H -7.35 -6.85 -0.65 0.25
H -7.19 -5.52 -1.82 0.31
H -5.82 -6.64 -1.53 0.34
H -5.12 -4.43 -2.27 0.33
H -3.33 -2.77 -2.36 0.63
H -2.42 -0.32 0.05 0.19
H -0.48 0.57 -0.97 0.42
H -1.46 -3.62 -1.74 0.75
H -3.49 -2.26 1.93 0.45
H -5.35 -3.93 2.04 0.40
```

=====

ORCA calculation (the ωB97M-V functional and the def2-TZVPD basis) on C32H54N4O3PPdSSbSi3Te as an isolated structure.

The HOMO-LUMO gap comes out at 5.240 eV. The charge is -2. As for the energy above the lowest of the compared OMol25 structures with the same formula, charge and spin: 0.0 kJ/mol. The spin multiplicity is 1. The HOMO energy is -1.168 eV. The value obtained for the total energy is -3940.89772 Ha.

Geometry as XYZ:
```
101
Properties=species:S:1:pos:R:3:mulliken_charge:R:1
Pd 0.05 -0.74 -1.23 0.48
C -2.68 1.46 -1.54 -1.20
Sb -1.42 2.42 -0.06 0.03
C 0.32 1.30 -0.51 0.76
C 1.35 1.47 0.51 -0.82
C 2.45 0.58 0.60 0.10
C 3.44 0.80 1.53 -0.50
C 3.34 1.89 2.40 -0.96
C 2.21 2.68 2.29 -0.50
N 1.24 2.49 1.40 0.18
Si 0.99 1.63 -2.22 1.00
C 2.70 0.90 -2.56 -0.98
C 1.32 3.52 -2.35 -1.41
C -0.12 1.42 -3.74 -0.90
C -2.12 1.50 1.90 2.08
C -1.15 0.43 2.33 -1.96
C -0.52 0.43 3.59 -0.66
C 0.44 -0.51 3.88 -0.94
C 0.77 -1.47 2.93 -1.02
C 0.08 -1.44 1.73 -0.74
N -0.86 -0.54 1.45 1.20
Si -2.25 2.99 3.07 0.85
C -2.78 2.62 4.86 -1.42
C -3.56 4.21 2.46 -1.15
C -0.67 3.96 3.30 -1.15
Si -3.84 0.72 1.65 0.73
C -3.78 -0.87 0.66 -0.62
C -5.11 1.88 0.88 -1.35
C -4.65 0.21 3.28 -1.46
H -2.66 2.10 -2.42 0.55
H -3.72 1.33 -1.23 0.33
H -2.24 0.49 -1.79 -0.24
H 2.49 -0.29 -0.04 0.15
H 4.27 0.11 1.59 0.48
H 4.09 2.10 3.16 0.40
H 2.07 3.52 2.97 0.41
H 3.44 1.34 -1.89 0.24
H 2.97 1.17 -3.59 0.59
H 2.74 -0.18 -2.44 -0.06
H 1.90 3.87 -1.50 0.32
H 0.37 4.07 -2.35 0.28
H 1.86 3.78 -3.27 0.32
H -0.91 0.67 -3.66 -0.14
H 0.52 1.11 -4.57 0.33
H -0.58 2.38 -4.01 0.39
H -0.76 1.19 4.32 0.16
H 0.95 -0.49 4.84 0.39
H 1.54 -2.21 3.09 0.50
H 0.29 -2.16 0.95 0.44
H -3.40 1.73 5.00 0.38
H -3.35 3.48 5.21 0.38
H -1.91 2.52 5.51 0.43
H -4.57 3.89 2.74 0.30
H -3.53 4.38 1.39 0.20
H -3.37 5.16 2.96 0.38
H 0.15 3.30 3.57 0.16
H -0.84 4.67 4.11 0.50
H -0.37 4.49 2.40 0.32
H -3.11 -0.78 -0.20 -0.42
H -4.79 -1.13 0.32 0.57
H -3.40 -1.68 1.29 0.28
H -4.71 2.62 0.19 0.39
H -5.65 2.42 1.67 0.41
H -5.85 1.28 0.34 0.45
H -3.98 -0.41 3.90 0.35
H -5.53 -0.40 3.04 0.36
H -4.98 1.06 3.88 0.30
N -4.46 -1.74 -4.77 -0.33
C -3.14 -1.59 -5.03 0.22
S -2.65 -1.07 -6.53 -0.47
C -2.24 -1.90 -3.91 1.26
C -0.87 -1.93 -4.08 -0.82
C -0.03 -2.28 -3.01 0.06
N -0.50 -2.65 -1.79 -0.99
C -1.84 -2.50 -1.61 -0.49
C -2.73 -2.16 -2.61 -0.91
H -5.07 -1.67 -5.57 0.21
H -4.75 -2.31 -4.00 0.21
H -0.44 -1.70 -5.04 0.38
H 1.03 -2.43 -3.16 0.57
H -2.20 -2.72 -0.61 0.63
H -3.77 -2.06 -2.33 0.06
C 4.77 -2.30 -3.49 -0.65
C 5.40 -3.23 -2.48 -0.43
O 4.94 -2.97 -1.16 -0.22
P 3.47 -3.40 -0.61 -0.63
O 2.49 -2.30 -0.75 0.52
Te 2.93 -5.56 -1.50 -0.52
O 3.84 -3.52 0.96 -0.17
C 4.82 -4.44 1.43 -0.34
C 6.13 -3.72 1.71 -1.04
H 5.19 -2.48 -4.49 0.48
H 4.94 -1.26 -3.22 0.20
H 3.69 -2.47 -3.54 -0.05
H 6.49 -3.09 -2.44 0.30
H 5.20 -4.27 -2.73 0.31
H 4.95 -5.25 0.71 0.25
H 4.42 -4.87 2.35 0.31
H 6.50 -3.27 0.79 0.20
H 6.87 -4.43 2.09 0.40
H 5.99 -2.94 2.45 0.24
```

=====

Q: The lowest HOMO belongs to which entry?
A: C17H13Br2F3NO3

=====

Q: Among the records above, which one has the highest HOMO?
A: C32H54N4O3PPdSSbSi3Te

=====

Q: Number 2 is which compound?
A: C32H54N4O3PPdSSbSi3Te